# C22H28BClF2N2O7S

A 3-piece molecular cluster, C22H28BClF2N2O7S overall at a distorted geometry (the ωB97M-V functional and the def2-TZVPD basis, the OMol25 dataset).

The geometry in XYZ format:
```
64
Properties=species:S:1:pos:R:3:lowdin_charge:R:1
C -2.17 3.69 1.91 -0.01
C -1.76 2.18 2.19 -0.36
O -2.69 1.40 2.56 0.08
N -0.41 1.59 2.11 -0.06
C 0.48 2.27 3.10 -0.06
C 0.15 1.55 0.74 -0.32
C 0.53 2.97 0.10 -0.10
C 1.42 2.90 -1.24 -0.63
C 2.15 4.36 -1.36 -0.14
Cl 0.47 2.70 -2.79 0.63
O 1.42 0.80 0.78 0.05
C 1.44 -0.25 -0.23 -0.36
O 2.29 -1.14 -0.28 0.16
O 0.30 0.00 -1.10 -0.02
C -0.68 0.48 -0.10 -0.25
B -1.08 -0.96 0.61 -0.47
N -1.92 -1.96 -0.17 0.14
O -0.64 -1.38 1.91 0.11
S -2.24 0.97 -0.99 0.77
C -2.44 0.07 -2.63 -0.13
O -2.34 2.44 -1.32 -0.40
O -3.51 0.63 -0.21 -0.35
H -3.04 3.73 1.17 0.10
H -1.29 4.37 1.63 0.07
H -2.57 4.11 2.91 0.10
H 1.58 1.97 3.05 0.11
H 0.40 3.42 2.95 0.09
H 0.15 2.10 4.19 0.12
H 1.13 3.65 0.83 0.13
H -0.40 3.60 -0.18 0.12
H 2.27 2.14 -1.22 0.11
H 2.94 4.41 -0.53 0.09
H 1.40 5.22 -1.34 0.09
H 2.73 4.32 -2.36 0.08
H -1.45 -2.03 -1.10 0.08
H -1.78 -2.91 0.23 0.09
H -0.80 -2.35 2.05 0.11
H -1.44 -0.14 -3.15 0.07
H -3.08 -0.89 -2.51 0.09
H -3.08 0.78 -3.28 0.10
F 1.15 1.27 -7.46 0.06
C 2.07 0.55 -6.80 -0.29
C 2.16 0.67 -5.42 -0.02
C 3.11 -0.08 -4.73 -0.08
C 3.96 -0.93 -5.43 -0.10
C 3.87 -1.03 -6.82 -0.09
C 2.91 -0.29 -7.50 -0.02
H 1.49 1.33 -4.89 0.05
H 3.18 -0.01 -3.65 0.10
H 4.71 -1.51 -4.90 0.10
H 4.54 -1.68 -7.36 0.10
H 2.81 -0.36 -8.58 0.12
F -0.95 -7.53 5.62 0.06
C -1.24 -6.22 5.59 -0.29
C -2.40 -5.76 6.19 -0.02
C -2.70 -4.40 6.15 -0.08
C -1.83 -3.52 5.51 -0.09
C -0.67 -3.99 4.91 -0.09
C -0.37 -5.35 4.95 -0.02
H -3.07 -6.46 6.67 0.12
H -3.60 -4.03 6.63 0.11
H -2.07 -2.46 5.49 0.10
H 0.00 -3.30 4.41 0.10
H 0.53 -5.73 4.49 0.12
```

Values from the calculation:
**M**: 548.80 g/mol
**Net charge**: 0
**Highest occupied orbital energy**: -9.2848 eV
**LUMO**: 0.12 eV

# C11H21N3O4

One molecule with the formula C11H21N3O4 at a distorted geometry (the ωB97M-V functional and the def2-TZVPD basis, the OMol25 dataset).

The geometry in XYZ format:
```
39
Properties=species:S:1:pos:R:3:lowdin_charge:R:1
C 1.93 -0.72 0.54 -0.29
C 1.33 -1.74 -0.41 -0.43
C 3.22 0.04 0.00 -0.13
C 2.98 1.42 -0.60 -0.41
C 2.23 2.39 0.27 -0.06
C 4.43 2.01 -0.85 -0.09
C -0.86 -0.47 -0.75 -0.22
C -0.80 0.06 0.78 -0.48
C -2.23 -1.09 -1.14 -0.08
C -3.26 0.17 -1.34 -0.04
C -4.10 0.53 0.01 -0.50
H 1.71 -1.60 2.35 0.08
H 3.07 -2.27 1.38 0.10
H 1.23 0.09 0.74 0.09
H 3.76 -0.66 -0.61 0.11
H 3.84 0.16 0.94 0.13
H 2.56 1.21 -1.60 0.14
H 1.88 1.96 1.16 0.06
H 3.03 3.14 0.53 0.09
H 1.64 2.76 -0.50 0.06
H 4.85 1.25 -1.43 0.04
H 5.05 2.36 -0.01 0.09
H 4.45 2.91 -1.48 0.08
H 0.07 -1.97 -1.89 0.14
H -0.72 0.37 -1.40 0.13
H -2.16 -1.62 -2.06 0.10
H -2.66 -1.79 -0.46 0.10
H -3.88 0.15 -2.22 0.10
H -2.70 1.07 -1.48 0.09
H -2.83 -0.65 1.08 0.05
H -3.81 0.22 2.02 0.14
H -1.57 1.71 1.44 0.13
N 2.49 -1.47 1.69 0.04
N 0.12 -1.43 -1.05 0.10
N -3.69 -0.16 1.08 0.17
O 1.87 -2.77 -0.69 0.09
O -0.61 -0.44 1.82 0.15
O -4.87 1.47 -0.20 0.03
O -1.21 1.36 0.62 0.09
```

Values from the calculation:
**M**: 259.31 g/mol
**Net charge**: 0
**Highest occupied orbital energy**: -9.0550 eV
**LUMO**: 0.36 eV
**Energy relative to the best compared isomer or geometry (same formula, charge and spin)**: 380.1 kJ/mol

# CHBeF3NO3S

CHBeF3NO3S as an isolated structure at a distorted geometry (the ωB97M-V functional and the def2-TZVPD basis, the OMol25 dataset).

The geometry in XYZ format:
```
11
Properties=species:S:1:pos:R:3:lowdin_charge:R:1
Be -1.43 1.47 -0.73 0.36
O -2.12 0.31 0.39 -0.24
N -1.35 -0.86 0.24 -0.20
S -0.06 -0.53 -0.68 0.72
O -0.24 0.76 -1.43 -0.33
O 0.35 -1.72 -1.42 -0.25
C 1.42 -0.15 0.40 -0.70
F 1.17 0.93 1.13 0.14
F 1.64 -1.17 1.20 0.16
F 2.49 0.07 -0.35 0.16
H -1.89 0.89 1.26 0.18
```

Values from the calculation:
**M**: 173.10 g/mol
**Net charge**: 0
**Highest occupied orbital energy (alpha / beta)**: -7.3510 / -10.5989 eV
**Multiplicity**: 2
**LUMO (alpha / beta)**: -0.04 / -0.86 eV
**Expectation value of S²**: 0.7506

# C53H20F18GeN2PS3Ti

C53H20F18GeN2PS3Ti as an isolated structure at a distorted geometry (the ωB97M-V functional and the def2-TZVPD basis, the OMol25 dataset).

The geometry in XYZ format:
```
99
Properties=species:S:1:pos:R:3:lowdin_charge:R:1
Ti -0.30 -0.72 0.22 0.37
S -0.71 -2.73 1.61 0.71
C 0.01 -4.03 0.73 -0.65
C 0.03 -5.30 1.31 -0.05
C 0.58 -6.39 0.64 -0.19
C 0.59 -7.67 1.27 -0.19
N 0.58 -8.69 1.80 0.16
C 1.12 -6.21 -0.65 -0.19
C 1.11 -4.94 -1.22 -0.06
C 0.56 -3.86 -0.55 -0.64
S 0.53 -2.31 -1.36 0.66
C 1.66 -7.31 -1.38 -0.19
N 2.09 -8.18 -1.99 0.16
H -0.39 -5.44 2.29 0.12
H 1.55 -4.80 -2.19 0.12
C -3.96 1.66 -5.77 -0.10
C -4.31 1.56 -4.43 -0.08
C -3.37 1.15 -3.50 -0.10
C -2.06 0.84 -3.89 -0.35
C -1.72 0.95 -5.24 -0.08
C -2.67 1.36 -6.16 -0.09
P -0.97 0.22 -2.56 1.07
C 0.70 0.32 -3.32 -0.40
C 1.67 1.22 -2.89 -0.12
C 2.96 1.14 -3.38 -0.08
C 3.30 0.16 -4.31 -0.09
C 2.33 -0.74 -4.74 -0.09
C 1.04 -0.66 -4.25 -0.16
C -0.99 1.64 -1.42 -0.42
C -1.22 2.95 -1.82 -0.09
C -1.32 3.95 -0.87 -0.09
C -1.21 3.63 0.47 -0.08
C -0.96 2.32 0.86 -0.10
C -0.82 1.29 -0.07 -0.31
H -4.70 1.98 -6.50 0.10
H -5.32 1.80 -4.10 0.10
H -3.64 1.08 -2.45 0.10
H -0.71 0.74 -5.56 0.09
H -2.39 1.44 -7.21 0.10
H 1.42 1.98 -2.16 0.09
H 3.72 1.83 -3.03 0.10
H 4.31 0.09 -4.68 0.10
H 2.60 -1.53 -5.43 0.10
H 0.30 -1.39 -4.55 0.10
H -1.33 3.18 -2.87 0.11
H -1.52 4.98 -1.17 0.10
H -1.32 4.40 1.22 0.10
H -0.91 2.13 1.93 0.08
F 2.04 -1.96 2.97 0.06
C 3.28 -1.86 3.45 -0.23
C 3.96 -0.68 3.25 -0.09
C 5.23 -0.61 3.81 -0.21
F 5.94 0.52 3.70 0.10
C 5.78 -1.66 4.51 -0.14
F 7.01 -1.56 5.03 0.12
C 5.06 -2.83 4.69 -0.14
F 5.58 -3.83 5.40 0.13
C 3.79 -2.93 4.16 -0.14
F 3.07 -4.04 4.36 0.13
Ge 2.96 0.73 2.20 0.69
S 2.15 0.21 0.31 0.32
C 4.20 2.27 1.98 -0.14
C 3.85 3.59 2.19 -0.22
F 2.67 3.88 2.76 0.10
C 4.67 4.64 1.82 -0.14
F 4.31 5.90 2.04 0.12
C 5.87 4.37 1.19 -0.13
F 6.65 5.37 0.80 0.13
C 6.25 3.05 0.95 -0.14
F 7.41 2.80 0.35 0.12
C 5.40 2.03 1.34 -0.24
F 5.75 0.77 1.07 0.09
C 1.65 1.18 3.67 -0.10
C 0.34 0.75 3.61 -0.22
F -0.08 0.05 2.53 -0.04
C -0.59 0.99 4.60 -0.14
F -1.84 0.56 4.47 0.14
C -0.19 1.68 5.73 -0.13
F -1.05 1.92 6.71 0.13
C 1.13 2.11 5.85 -0.13
F 1.51 2.74 6.96 0.12
C 2.02 1.86 4.82 -0.22
F 3.29 2.25 4.97 0.10
F -9.37 -0.70 -2.55 0.13
C -8.89 0.23 -1.69 -0.58
F -8.91 1.41 -2.36 0.12
F -9.79 0.35 -0.70 0.13
C -7.52 -0.10 -1.19 -0.14
C -7.05 0.52 -0.05 -0.01
C -5.75 0.31 0.37 -0.01
C -4.90 -0.52 -0.37 -0.24
C -5.40 -1.18 -1.49 -0.02
C -6.70 -0.97 -1.91 -0.01
C -3.52 -0.65 -0.05 -0.08
C -2.31 -0.72 0.12 -0.18
H -7.70 1.19 0.51 0.12
H -5.37 0.81 1.25 0.12
H -4.75 -1.84 -2.05 0.12
H -7.08 -1.47 -2.79 0.12
```

Values from the calculation:
**M**: 1274.37 g/mol
**Net charge**: -1
**Highest occupied orbital energy**: -5.6212 eV
**LUMO**: 1.04 eV
**Energy relative to the best compared isomer or geometry (same formula, charge and spin)**: 77.4 kJ/mol

# C5H3FS2

One molecule with the formula C5H3FS2 at a distorted geometry (the ωB97M-V functional and the def2-TZVPD basis, the OMol25 dataset).

The geometry in XYZ format:
```
11
Properties=species:S:1:pos:R:3:lowdin_charge:R:1
C -0.47 -0.35 0.24 -1.19
C 0.75 0.43 0.08 -0.39
C 0.70 1.58 -0.64 -0.09
C 1.99 -0.20 0.39 -0.13
C 3.05 -0.59 0.75 0.15
H 0.57 -1.88 -1.28 -0.09
H 1.52 2.17 -0.97 0.13
H 3.96 -1.06 1.01 0.03
F -0.49 2.05 -0.93 0.05
S -0.73 -1.59 -0.95 0.79
S -1.63 0.16 1.25 0.73
```

Values from the calculation:
**M**: 146.21 g/mol
**Net charge**: 0
**Highest occupied orbital energy**: -8.8373 eV
**LUMO**: -0.50 eV
**Energy relative to the best compared isomer or geometry (same formula, charge and spin)**: 222.0 kJ/mol

# C6H13O5Tm

C6H13O5Tm as an isolated structure at a distorted geometry (the ωB97M-V functional and the def2-TZVPD basis, the OMol25 dataset).

The geometry in XYZ format:
```
25
Properties=species:S:1:pos:R:3:lowdin_charge:R:1
O 0.45 -2.05 0.28 -0.36
C -0.73 -1.33 0.23 -0.30
C -0.64 0.02 0.92 -0.17
O 0.00 -0.21 2.18 -0.26
C 0.62 0.89 2.84 -0.16
C 1.65 0.29 3.80 -0.30
O 2.46 -0.65 3.16 -0.36
Tm 1.64 -1.78 1.79 1.75
H -1.56 -1.91 0.70 0.13
H -1.62 0.49 1.07 0.15
H -0.01 0.71 0.34 0.13
H -0.13 1.49 3.37 0.15
H 1.12 1.52 2.08 0.14
H 1.11 -0.16 4.65 0.13
H 2.25 1.12 4.21 0.14
H -1.02 -1.14 -0.87 0.13
O 0.82 -0.63 -3.48 0.00
C -1.24 1.30 -3.35 -0.08
O -1.35 0.03 -3.98 -0.12
C -0.51 -0.94 -3.55 -0.24
H -2.06 1.92 -3.72 0.10
H -1.32 1.20 -2.26 0.08
H -0.28 1.78 -3.60 0.09
H -0.68 -1.87 -4.11 0.12
H 1.01 -0.08 -2.71 0.08
```

Values from the calculation:
**M**: 334.10 g/mol
**Net charge**: +1
**Highest occupied orbital energy (alpha / beta)**: -9.8421 / -13.4223 eV
**Multiplicity**: 4
**LUMO (alpha / beta)**: -5.25 / -5.17 eV
**Expectation value of S²**: 3.7546